A structure of composition C19H24CeIN4O3 in a non-equilibrium geometry. Source: the OMol25 dataset; level of theory: the ωB97M-V functional and the def2-TZVPD basis.

Each line ends with the Mulliken spin population.
Cartesian coordinates (Å):
Ce -13.216 9.352 -6.631  1.007
C -13.184 8.106 -1.955  0.000
C -14.525 7.746 -2.472  -0.001
N -15.449 7.245 -1.710  0.001
C -16.692 7.063 -2.198  -0.001
C -17.077 7.436 -3.491  0.001
C -18.512 7.266 -3.945  0.000
O -18.755 5.996 -4.521  0.000
C -16.051 7.832 -4.402  0.000
C -16.328 7.899 -5.767  -0.001
N -15.543 8.408 -6.709  -0.004
C -16.161 8.840 -7.854  0.001
C -17.590 8.951 -7.775  0.000
C -18.309 9.181 -8.926  0.001
C -17.671 9.469 -10.123  -0.001
C -16.271 9.457 -10.191  0.000
C -15.448 9.124 -9.091  0.000
I -13.347 8.458 -9.669  0.001
C -14.772 8.042 -3.876  0.000
O -13.744 8.489 -4.559  -0.006
H -13.043 7.693 -0.955  0.000
H -13.076 9.222 -1.874  0.000
H -12.357 7.785 -2.627  0.000
H -17.446 6.667 -1.494  0.000
H -18.607 8.012 -4.735  0.000
H -19.184 7.572 -3.127  0.000
H -19.307 5.461 -3.936  0.000
H -17.197 7.331 -6.142  0.000
H -18.072 8.941 -6.814  0.000
H -19.417 9.168 -8.860  0.000
H -18.208 9.705 -11.042  0.000
H -15.792 9.704 -11.140  0.000
C -10.139 12.423 -8.297  0.000
N -10.617 11.747 -7.075  0.000
C -11.978 12.094 -6.698  0.000
C -10.127 10.486 -6.757  0.001
O -10.907 9.504 -6.413  -0.002
N -8.818 10.218 -6.911  0.000
C -7.756 11.226 -7.019  0.000
C -8.437 8.812 -7.033  0.000
H -11.056 12.729 -8.846  0.000
H -9.579 11.740 -8.937  0.000
H -9.529 13.327 -8.081  0.000
H -12.216 13.147 -6.958  0.000
H -12.119 11.965 -5.600  0.000
H -12.775 11.534 -7.289  0.002
H -8.124 12.175 -6.683  0.000
H -7.411 11.322 -8.053  0.000
H -6.894 10.950 -6.384  0.000
H -8.795 8.415 -7.989  0.000
H -8.926 8.168 -6.283  0.000
H -7.337 8.738 -6.991  0.000

Its LUMO energy (spin up / spin down) is -6.9 / -6.8 eV. As for the total charge: +2. The HOMO-LUMO gap (spin up / spin down) is 6.464 / 6.510 eV. As for the spin multiplicity: 2. The value obtained for the total energy is -1955.448786 hartree. The HOMO energy (spin up / spin down) comes out at -13.34 / -13.34 eV.

A structure of composition C31H33BN10O4V in a non-equilibrium geometry. Source: the OMol25 dataset; level of theory: the ωB97M-V functional and the def2-TZVPD basis.

Each line ends with the Mulliken spin population.
Cartesian coordinates (Å):
V 0.298 -0.311 -0.207  1.894
C -3.752 0.711 -1.626  0.000
C -2.497 1.009 -1.089  0.006
N -1.692 -0.039 -1.175  0.020
N -2.405 -1.033 -1.758  0.016
C -3.650 -0.603 -2.035  0.010
B -1.667 -2.376 -1.921  -0.026
N -1.321 -2.931 -0.515  0.052
C -1.838 -4.003 0.113  0.015
C -1.310 -4.055 1.385  0.003
C -0.469 -2.940 1.457  0.010
N -0.483 -2.274 0.313  -0.044
N -0.342 -2.102 -2.684  0.017
C 0.005 -2.385 -3.955  0.015
C 1.271 -1.888 -4.178  -0.002
C 1.627 -1.282 -2.967  -0.005
N 0.647 -1.408 -2.086  -0.040
N -2.443 -3.459 -2.673  0.000
C -1.928 -4.661 -3.031  0.001
C -2.950 -5.433 -3.525  0.000
C -4.082 -4.603 -3.416  0.000
N -3.774 -3.427 -2.900  0.000
H -4.611 1.354 -1.700  0.000
H -2.141 1.924 -0.643  -0.017
H -4.360 -1.267 -2.493  0.001
H -2.546 -4.647 -0.381  0.002
H -1.515 -4.781 2.152  0.001
H 0.130 -2.583 2.278  -0.004
H -0.663 -2.921 -4.606  0.002
H 1.851 -1.951 -5.082  0.000
H 2.527 -0.766 -2.677  0.002
H -0.881 -4.877 -2.896  -0.001
H -2.890 -6.438 -3.903  0.000
H -5.103 -4.813 -3.693  0.000
O -3.021 -0.805 1.706  0.006
C -3.252 0.216 2.308  0.002
C -2.338 1.337 2.573  0.010
C -2.845 2.385 3.331  -0.006
C -2.050 3.461 3.666  0.010
C -0.711 3.519 3.250  -0.002
C -0.189 2.505 2.498  -0.003
C -0.981 1.379 2.118  -0.029
O -0.485 0.452 1.406  -0.110
N -2.604 4.537 4.456  0.000
O -3.774 4.462 4.807  0.003
O -1.881 5.481 4.737  0.003
H -4.284 0.417 2.677  0.000
H -3.873 2.358 3.670  -0.001
H -0.109 4.371 3.532  0.000
H 0.841 2.527 2.162  0.013
C 0.498 3.167 -1.170  0.018
C 2.024 3.189 -1.279  -0.001
C 2.480 2.479 -2.555  -0.005
C 2.764 2.684 -0.051  -0.042
C 3.531 3.611 0.643  0.008
C 4.286 3.268 1.755  -0.014
C 4.291 1.940 2.151  0.009
C 3.550 0.968 1.492  -0.022
C 3.634 -0.452 2.027  -0.001
C 3.934 -1.514 0.968  -0.013
C 2.399 -0.817 2.855  -0.006
C 2.717 1.328 0.392  0.105
N 1.895 0.402 -0.175  0.032
H 0.058 3.803 -1.944  -0.001
H 0.162 3.530 -0.196  -0.009
H 0.116 2.158 -1.314  0.058
H 2.313 4.241 -1.373  0.000
H 2.274 1.413 -2.470  0.004
H 3.551 2.616 -2.718  0.000
H 1.944 2.865 -3.427  0.001
H 3.532 4.640 0.297  0.000
H 4.867 4.011 2.286  -0.001
H 4.895 1.638 3.003  0.000
H 4.487 -0.452 2.716  0.000
H 3.095 -1.634 0.284  0.015
H 4.138 -2.474 1.452  0.002
H 4.812 -1.236 0.380  0.000
H 1.498 -0.746 2.247  0.037
H 2.282 -0.131 3.697  0.000
H 2.484 -1.835 3.249  0.003

Its LUMO energy (spin up / spin down) is 2.4 / 2.3 eV. As for the total charge: -1. The HOMO-LUMO gap (spin up / spin down) is 6.116 / 6.638 eV. As for the spin multiplicity: 3. The value obtained for the total energy is -3018.649643 hartree. As for the energy above the lowest of the compared OMol25 structures with the same formula, charge and spin: 49.6 kJ/mol. The HOMO energy (spin up / spin down) comes out at -3.76 / -4.31 eV.

An isolated molecule of C18H15FN2O4 in a non-equilibrium geometry. Source: the OMol25 dataset; level of theory: the ωB97M-V functional and the def2-TZVPD basis.

Each line ends with the Löwdin charge.
Cartesian coordinates (Å):
O 0.222 3.373 3.181  0.103
O -1.999 -0.603 0.969  0.074
F -1.397 -3.389 -4.639  0.067
N 1.809 1.556 -0.733  0.194
O 0.786 -0.157 -1.927  0.118
O 2.461 3.650 2.722  -0.025
C 1.189 3.219 2.452  -0.413
C -1.097 -0.499 0.129  -0.346
C -4.413 -4.083 -1.802  0.069
C -3.203 -4.163 -2.467  -0.282
C 0.791 0.645 -0.816  -0.160
C 1.912 2.326 0.276  -0.373
C -0.306 -1.864 -3.199  0.090
C -0.036 1.418 1.315  0.133
C -2.061 -2.405 -1.149  0.090
C -1.311 -2.803 -3.400  -0.167
C -0.197 -1.134 -2.020  -0.147
C -0.125 0.516 0.242  -0.066
C 1.001 2.350 1.314  -0.067
C -2.174 -3.119 -2.348  -0.130
C -1.115 -1.356 -0.998  -0.070
N 3.031 3.087 0.154  0.150
C -2.862 -5.491 -3.139  -0.060
C 3.963 4.083 4.614  -0.066
C 2.659 4.451 3.919  -0.209
H -5.145 -4.900 -1.803  0.064
H -4.697 -3.171 -1.278  0.061
H 0.339 -1.634 -4.012  0.127
H -0.738 1.322 2.185  0.165
H -2.704 -2.633 -0.296  0.133
H 3.373 3.181 -0.799  0.114
H 3.098 3.946 0.719  0.108
H -3.637 -6.251 -2.916  0.082
H -2.837 -5.381 -4.224  0.071
H -1.859 -5.800 -2.820  0.088
H 4.789 4.234 3.905  0.079
H 4.056 4.672 5.530  0.080
H 3.917 3.008 4.896  0.090
H 2.653 5.515 3.651  0.128
H 1.864 4.286 4.610  0.102

Its LUMO energy is -0.5 eV. Its SMILES is C=C(C)c1cc2c(=O)c3cc(C(=O)OCC)c(N)nc3oc2cc1F. The HOMO-LUMO gap is 8.349 eV. The value obtained for the total energy is -1205.264194 hartree. As for the energy above the lowest of the compared OMol25 structures with the same formula, charge and spin: 22.3 kJ/mol. The HOMO energy comes out at -8.80 eV.

A cluster of 2 separate species, C3H7OS in total. Source: the OMol25 dataset; level of theory: the ωB97M-V functional and the def2-TZVPD basis.

Each line ends with the Löwdin charge.
Cartesian coordinates (Å):
C 1.993 0.302 0.588  -0.761
S 1.918 -1.517 0.753  -0.068
H 2.348 0.720 1.533  -0.023
H 2.673 0.643 -0.190  -0.022
H 1.020 0.733 0.315  -0.055
C -3.151 0.423 -0.531  -0.019
C -1.852 0.475 -0.803  -0.292
O -1.157 1.637 -0.930  -0.027
H -3.565 -0.580 -0.563  0.040
H -3.698 1.256 -0.105  0.047
H -1.226 -0.410 -0.902  0.108
H -0.202 1.470 -0.823  0.071

Its LUMO energy is 3.8 eV. As for the total charge: -1. The HOMO-LUMO gap is 6.113 eV. The value obtained for the total energy is -591.917343 hartree. As for the energy above the lowest of the compared OMol25 structures with the same formula, charge and spin: 133.7 kJ/mol. The HOMO energy comes out at -2.34 eV.

A structure of composition C35H36Cl2CoN6O2Se. Source: the OMol25 dataset; level of theory: the ωB97M-V functional and the def2-TZVPD basis.

Each line ends with the Mulliken spin population.
Cartesian coordinates (Å):
Co -0.244 0.081 -0.313  0.955
Se -7.436 -1.742 0.913  0.000
N -5.956 -2.711 0.754  0.000
C -4.978 -1.881 0.511  -0.002
C -3.601 -2.300 0.299  -0.008
C -3.175 -3.626 0.232  0.005
C -1.845 -3.887 -0.019  -0.002
C -0.956 -2.826 -0.168  0.020
N -1.352 -1.563 -0.089  -0.027
C -2.654 -1.296 0.111  0.017
C -3.004 0.108 0.073  -0.009
N -1.976 0.957 -0.138  -0.009
C -2.251 2.250 -0.250  0.011
C -3.540 2.759 -0.148  -0.002
C -4.593 1.900 0.084  -0.001
C -4.325 0.539 0.198  -0.003
C -5.337 -0.480 0.445  0.001
N -6.600 -0.203 0.629  0.000
H -3.896 -4.421 0.371  0.000
H -1.477 -4.900 -0.096  0.000
H 0.104 -2.985 -0.348  0.002
H -1.414 2.909 -0.443  0.003
H -3.696 3.822 -0.254  0.000
H -5.610 2.258 0.173  0.000
C -0.114 4.863 2.950  0.001
C -0.891 3.568 2.686  -0.003
C -2.392 3.803 2.888  0.000
C -0.398 2.421 3.558  0.012
C -0.632 2.541 4.925  -0.005
C -0.301 1.532 5.803  0.006
C 0.250 0.369 5.298  -0.006
C 0.515 0.195 3.943  -0.005
C 1.107 -1.149 3.561  0.003
C 0.115 -1.972 2.742  -0.001
C 2.444 -1.027 2.846  -0.002
C 0.227 1.254 3.048  0.020
N 0.498 1.190 1.649  0.027
C 1.175 2.163 1.132  0.007
C 1.216 2.415 -0.266  -0.010
C 1.809 3.439 -1.010  -0.005
C 1.412 3.237 -2.331  0.003
C 0.569 2.110 -2.351  -0.016
N 0.489 1.612 -1.106  -0.082
C -0.188 1.538 -3.535  0.010
C -1.642 2.043 -3.517  -0.001
C 0.464 2.011 -4.837  -0.002
C -0.244 0.005 -3.521  0.043
H -0.376 5.625 2.212  0.000
H 0.962 4.699 2.904  0.000
H -0.348 5.257 3.941  0.000
H -0.750 3.302 1.642  0.000
H -2.605 4.186 3.887  0.000
H -2.953 2.876 2.752  0.000
H -2.761 4.537 2.166  0.000
H -1.084 3.448 5.307  -0.001
H -0.480 1.643 6.865  0.000
H 0.491 -0.440 5.978  0.000
H 1.280 -1.682 4.499  0.000
H -0.198 -1.399 1.877  -0.003
H -0.768 -2.225 3.334  0.000
H 0.582 -2.895 2.390  0.000
H 2.306 -0.542 1.887  0.001
H 2.876 -2.015 2.673  0.000
H 3.151 -0.438 3.435  0.000
H 1.707 2.864 1.780  0.009
H 2.447 4.219 -0.624  0.000
H 1.677 3.852 -3.176  0.000
H -1.681 3.134 -3.496  0.000
H -2.179 1.657 -2.650  0.001
H -2.164 1.698 -4.414  0.000
H 0.324 3.085 -4.977  0.000
H 0.008 1.498 -5.687  0.001
H 1.534 1.798 -4.840  0.000
H -0.707 -0.368 -2.602  0.004
H 0.743 -0.441 -3.601  0.000
H -0.852 -0.345 -4.358  0.001
Cl 3.459 -0.004 -2.964  0.000
C 3.659 -0.728 -1.355  0.000
Cl 4.215 0.520 -0.228  0.000
C 2.380 -1.508 -0.907  -0.007
O 2.476 -2.723 -1.021  -0.002
O 1.373 -0.883 -0.456  0.054
H 4.451 -1.458 -1.444  0.000

Its LUMO energy (spin up / spin down) is -1.4 / -1.4 eV. The HOMO-LUMO gap (spin up / spin down) is 5.857 / 5.857 eV. As for the spin multiplicity: 2. The value obtained for the total energy is -6539.025156 hartree. As for the energy above the lowest of the compared OMol25 structures with the same formula, charge and spin: 0.0 kJ/mol. The HOMO energy (spin up / spin down) comes out at -7.26 / -7.26 eV.

A structure of composition C6H10N2 in a non-equilibrium geometry. Source: the OMol25 dataset; level of theory: the ωB97M-V functional and the def2-TZVPD basis.

Each line ends with the Löwdin charge.
Cartesian coordinates (Å):
C -1.827 -1.068 -0.033  -0.110
C -2.194 0.413 0.139  -0.078
C 0.526 1.358 0.291  -0.158
C 1.643 0.450 -0.416  -0.201
C 0.986 -0.887 -0.252  -0.334
C -0.357 -0.469 0.157  -0.441
H -2.528 -1.673 0.682  0.128
H -2.082 -1.485 -0.997  0.082
H -2.154 0.745 1.196  0.095
H -2.983 0.959 -0.525  0.119
H 0.807 2.413 -0.004  0.096
H 0.231 1.033 1.591  0.203
H 2.037 0.384 -1.626  0.206
H 2.876 -1.157 0.434  0.086
H 1.049 -1.361 -1.257  0.149
H -0.213 -0.240 1.243  0.091
N -0.614 0.804 -0.557  -0.001
N 2.085 -0.576 0.549  0.066

Its LUMO energy is 1.0 eV. The HOMO-LUMO gap is 10.283 eV. The value obtained for the total energy is -343.844976 hartree. As for the energy above the lowest of the compared OMol25 structures with the same formula, charge and spin: 766.0 kJ/mol. The HOMO energy comes out at -9.25 eV.

A structure of composition C2H6S2 in a non-equilibrium geometry. Source: the OMol25 dataset; level of theory: the ωB97M-V functional and the def2-TZVPD basis.

Each line ends with the Löwdin charge.
Cartesian coordinates (Å):
C -1.230 -0.210 0.506  -0.181
C 0.243 -0.241 0.836  -0.245
S 1.097 0.600 -2.242  0.228
S 1.755 -0.793 -0.945  0.187
H -1.757 -1.139 0.584  0.068
H -1.708 0.393 1.145  0.024
H -1.412 0.164 -0.507  0.063
H 0.486 -1.058 1.439  0.011
H 0.499 0.881 1.077  0.106
H 2.027 1.402 -1.892  -0.259

Its LUMO energy is 0.1 eV. The HOMO-LUMO gap is 8.749 eV. The value obtained for the total energy is -876.096956 hartree. As for the energy above the lowest of the compared OMol25 structures with the same formula, charge and spin: 193.0 kJ/mol. The HOMO energy comes out at -8.64 eV.

An isolated molecule of C6H12O. Source: the OMol25 dataset; level of theory: the ωB97M-V functional and the def2-TZVPD basis.

Each line ends with the Löwdin charge.
Cartesian coordinates (Å):
C 0.137 -0.837 1.432  -0.079
C -0.577 0.269 0.650  -0.392
C -2.070 -0.059 0.547  -0.090
C -0.017 0.569 -0.744  -0.205
C 1.268 1.334 -0.951  -0.060
C 1.171 -0.070 -1.434  -0.333
O 2.016 -0.986 -0.803  -0.026
H 1.214 -0.672 1.504  0.075
H -0.277 -0.900 2.445  0.079
H -0.026 -1.814 0.956  0.080
H -0.485 1.196 1.235  0.135
H -2.508 -0.207 1.541  0.076
H -2.225 -0.980 -0.029  0.084
H -2.623 0.746 0.051  0.076
H -0.800 0.839 -1.453  0.131
H 1.301 2.155 -1.662  0.102
H 1.893 1.465 -0.070  0.117
H 1.069 -0.228 -2.510  0.140
H 1.539 -1.818 -0.704  0.090

Its LUMO energy is 1.0 eV. Its SMILES is CC(C)[C@H]1C[C@H]1O. The HOMO-LUMO gap is 10.582 eV. The value obtained for the total energy is -311.010100 hartree. As for the energy above the lowest of the compared OMol25 structures with the same formula, charge and spin: 129.1 kJ/mol. The HOMO energy comes out at -9.62 eV.